{
  "formula": "C5H15NO2",
  "method": "ωB97M-V/def2-TZVPD",
  "lumo_energy_ev": [-2.6, -7.6],
  "spin_multiplicity": 2,
  "s2": 0.75,
  "charge": 1,
  "symbols": ["O", "O", "N", "C", "C", "C", "C", "C", "H", "H", "H", "H", "H", "H", "H", "H", "H", "H", "H", "H", "H", "H", "H"],
  "xyz": [[-0.529, 2.273, 0.128], [2.241, 3.246, 3.620], [-0.599, -1.049, -0.884], [0.208, 1.317, -0.645], [-0.385, -2.443, -0.442], [-2.024, -0.791, -1.134], [0.563, -3.201, -1.442], [0.038, -0.095, -0.033], [-2.050, 0.147, -1.690], [0.008, 1.505, -1.697], [1.017, -2.454, -2.087], [-2.379, -1.565, -1.827], [1.365, -3.609, -0.830], [0.079, -2.437, 0.536], [0.104, -4.014, -1.980], [1.008, -0.466, 0.292], [-1.334, -2.959, -0.421], [-2.708, -0.880, -0.294], [1.370, 3.539, 3.904], [1.233, 1.577, -0.460], [2.673, 3.070, 4.459], [-0.510, 0.192, 0.837], [0.084, 2.929, 0.480]],
  "atomic_forces_ev_per_a": [[-0.348, -0.472, -0.150], [-0.246, -0.063, 0.053], [-2.552, -1.497, 3.835], [0.486, 1.415, 0.954], [0.834, -0.639, -1.564], [0.529, 0.018, -2.907], [0.508, 0.730, 1.095], [1.774, 1.472, -1.922], [-0.580, 0.205, 0.499], [-0.231, -0.688, -0.188], [0.029, -0.278, -0.381], [0.159, 0.107, -0.015], [0.079, -0.158, -0.189], [-0.029, 0.204, 0.158], [-0.344, 0.077, -0.251], [-0.032, -0.200, -0.112], [-0.298, 0.116, 0.116], [0.567, 0.396, 0.657], [-0.113, 0.115, -0.124], [0.775, -0.167, -0.421], [0.312, -0.070, 0.038], [-1.139, -0.578, 0.878], [-0.138, -0.048, -0.058]]
}

{
  "formula": "C5H15NO2",
  "method": "ωB97M-V/def2-TZVPD",
  "lumo_energy_ev": [-3.5, -8.9],
  "spin_multiplicity": 2,
  "s2": 0.76,
  "charge": 1,
  "symbols": ["O", "O", "N", "C", "C", "C", "C", "C", "H", "H", "H", "H", "H", "H", "H", "H", "H", "H", "H", "H", "H", "H", "H"],
  "xyz": [[3.271, -2.554, 1.368], [-0.705, -2.055, 1.290], [0.641, -0.025, -1.171], [-0.899, -1.402, 0.013], [-0.174, -0.060, -0.022], [-1.206, 1.076, 0.309], [-1.405, 2.255, -0.727], [-0.180, 3.069, -1.185], [-1.152, 1.442, 1.356], [0.837, 2.792, -0.765], [-1.116, -1.622, 2.023], [-1.753, 1.714, -1.688], [-2.228, 3.037, -0.522], [-1.967, -1.399, -0.120], [2.415, -2.183, 1.406], [-0.452, -2.150, -0.679], [1.647, -0.061, -1.183], [0.609, 0.046, 0.919], [-0.285, 4.230, -1.160], [-2.347, 0.870, 0.542], [0.234, 0.720, -1.730], [0.266, 2.748, -2.205], [3.463, -2.754, 0.421]],
  "atomic_forces_ev_per_a": [[1.769, -0.650, -1.200], [0.905, -0.170, -1.732], [-2.145, 2.739, 0.355], [0.404, -4.260, 2.258], [1.852, 1.649, 3.609], [-3.323, 2.405, 0.127], [-0.277, -0.307, -1.790], [2.987, 0.500, -1.207], [1.630, 0.031, -0.484], [-1.264, 0.633, 1.169], [-0.708, 0.678, 0.567], [0.016, 0.827, 1.370], [1.088, -1.806, 0.300], [-0.342, 0.910, -0.687], [-1.529, 0.426, 0.034], [-0.316, 0.777, 0.269], [0.445, -0.639, 0.189], [-1.798, -1.084, -2.153], [0.183, -2.332, -0.080], [2.012, -1.212, -1.318], [0.458, -0.198, -1.328], [-1.755, 0.922, 0.556], [-0.291, 0.162, 1.175]]
}

{
  "formula": "C5H15NO2S",
  "method": "ωB97M-V/def2-TZVPD",
  "lumo_energy_ev": 0.5,
  "charge": 0,
  "smiles": "CN[C@H](CO)CCS.O",
  "symbols": ["S", "O", "O", "N", "C", "C", "C", "C", "C", "H", "H", "H", "H", "H", "H", "H", "H", "H", "H", "H", "H", "H", "H", "H"],
  "xyz": [[-0.601, -2.786, 1.284], [2.489, 1.471, 0.422], [-0.265, -1.798, -3.081], [-0.884, 1.699, -0.253], [0.083, -0.542, 0.034], [1.446, 1.687, -0.438], [-1.130, 3.136, 0.236], [-0.777, -0.963, 1.229], [0.245, 0.974, 0.236], [-0.720, 3.734, -0.496], [1.845, 1.258, -1.379], [-0.952, 1.644, -1.239], [-0.663, -0.830, -0.923], [-0.501, -1.477, -3.982], [0.993, -1.085, -0.155], [2.750, 2.297, 0.818], [-2.163, 3.296, 0.150], [-0.325, -0.582, 2.143], [-1.749, -0.423, 0.965], [0.364, 1.300, 1.344], [1.266, 2.715, -0.704], [-0.928, 3.367, 1.344], [-0.977, -3.183, 0.013], [0.566, -2.488, -3.177]],
  "atomic_forces_ev_per_a": [[-1.015, -0.512, 0.074], [2.551, 0.384, 1.439], [2.743, -2.225, -0.960], [-2.700, 0.982, 2.350], [-2.712, 0.855, -1.695], [0.215, -2.271, -0.869], [0.093, -3.055, 1.236], [0.189, -0.204, -1.875], [0.978, 2.374, -0.800], [1.480, 2.099, -0.793], [-1.084, -0.293, -0.086], [-0.108, 0.117, -0.952], [2.294, 1.215, 2.144], [0.571, -0.631, 0.854], [0.454, -0.089, 0.439], [0.291, 0.226, 0.341], [-1.668, 0.116, -0.069], [-0.257, -0.255, 0.205], [0.803, -1.366, 1.128], [-0.174, -1.038, -1.576], [-0.287, 0.629, 0.487], [0.473, -0.635, -1.875], [0.192, 0.757, 0.832], [-3.322, 2.818, 0.021]]
}

{
  "formula": "C5H15NO3",
  "method": "ωB97M-V/def2-TZVPD",
  "lumo_energy_ev": 0.7,
  "charge": 0,
  "smiles": "CN(C)C=O.CO.CO",
  "symbols": ["O", "O", "O", "N", "C", "C", "C", "C", "C", "H", "H", "H", "H", "H", "H", "H", "H", "H", "H", "H", "H", "H", "H", "H"],
  "xyz": [[-25.463, -6.968, 15.029], [-26.591, -3.689, 16.326], [-24.237, -3.829, 18.582], [-23.365, -6.674, 15.812], [-26.742, -3.330, 14.902], [-22.596, -6.558, 17.030], [-24.678, -6.512, 15.860], [-24.687, -4.640, 19.615], [-22.578, -7.110, 14.668], [-21.653, -6.040, 16.851], [-22.322, -7.520, 17.463], [-23.217, -7.169, 13.787], [-22.239, -8.126, 14.873], [-27.654, -2.739, 14.812], [-24.955, -3.754, 17.949], [-25.656, -4.353, 20.023], [-24.983, -5.970, 16.768], [-21.663, -6.532, 14.535], [-26.062, -2.526, 14.618], [-26.535, -2.891, 16.856], [-23.871, -4.724, 20.333], [-24.782, -5.666, 19.259], [-26.629, -4.172, 14.220], [-23.099, -5.939, 17.773]],
  "atomic_forces_ev_per_a": [[0.437, 0.933, 0.467], [0.290, -0.464, -1.259], [0.102, 0.873, -0.583], [2.315, 0.506, 0.328], [0.013, 1.587, 1.379], [0.466, 0.715, 0.344], [-1.645, -1.037, -0.888], [0.333, -1.327, 0.227], [-0.812, -1.085, 0.206], [0.078, 0.062, -0.248], [-0.243, -0.233, -0.019], [0.176, 0.299, 0.014], [0.076, -0.260, -0.113], [-0.721, -0.880, -0.296], [0.035, -0.038, -0.406], [0.194, 0.243, 0.350], [-0.279, -0.084, -0.066], [-0.335, 0.442, -0.031], [0.915, -0.401, 0.068], [-0.209, 0.312, -0.331], [-0.352, 0.467, 0.426], [-0.352, -0.350, -0.098], [-0.256, -0.082, 0.598], [-0.225, -0.200, -0.070]]
}

{
  "formula": "C5H15NOP",
  "method": "ωB97M-V/def2-TZVPD",
  "lumo_energy_ev": -2.6,
  "charge": 1,
  "symbols": ["P", "O", "N", "C", "C", "C", "C", "C", "H", "H", "H", "H", "H", "H", "H", "H", "H", "H", "H", "H", "H", "H", "H"],
  "xyz": [[-0.771, -0.461, -0.080], [0.279, 0.567, 0.379], [2.786, 1.552, -0.008], [-2.391, 0.192, -0.773], [0.046, -1.366, -1.484], [3.992, 1.657, -0.427], [-3.343, 0.944, 0.085], [0.170, -2.845, -1.315], [-0.705, -3.411, -0.979], [1.320, 0.771, 0.200], [-1.011, -1.344, 1.001], [4.524, 0.748, -0.460], [-0.585, -1.064, -2.317], [4.431, 2.646, -0.722], [2.314, 2.461, 0.252], [-2.817, -0.734, -1.159], [0.910, -2.967, -0.363], [-2.112, 0.890, -1.527], [-3.597, 0.437, 1.008], [1.024, -0.880, -1.431], [-4.309, 0.948, -0.509], [0.607, -3.291, -2.159], [-2.904, 1.827, 0.520]],
  "atomic_forces_ev_per_a": [[0.241, -0.570, -1.349], [0.856, 1.213, 0.491], [-0.664, 1.134, 0.742], [1.828, -0.801, 1.248], [-1.413, 1.024, 1.213], [-1.816, 1.539, 0.381], [-1.643, -0.984, 0.894], [1.493, -0.445, 4.151], [-0.166, 0.389, -0.484], [-0.961, -0.632, 0.044], [-0.138, 0.270, -0.259], [0.915, -0.823, -0.637], [0.498, 0.049, -0.499], [-0.125, -1.049, 0.568], [0.912, -0.767, -1.013], [-0.062, 0.037, -0.345], [-1.392, -0.127, -2.337], [0.530, 0.024, -1.244], [-0.190, -0.746, 0.106], [-0.109, -0.084, -0.757], [1.122, 1.055, 0.898], [0.586, -0.709, -1.007], [-0.303, 1.005, -0.806]]
}

{
  "formula": "C5H15NOP",
  "method": "ωB97M-V/def2-TZVPD",
  "lumo_energy_ev": -3.3,
  "charge": 1,
  "symbols": ["P", "O", "N", "C", "C", "C", "C", "C", "H", "H", "H", "H", "H", "H", "H", "H", "H", "H", "H", "H", "H", "H", "H"],
  "xyz": [[-1.793, 0.513, 0.335], [2.307, -1.170, -0.067], [1.273, 1.095, -0.061], [0.843, -1.308, -0.127], [0.983, 2.526, 0.132], [0.350, 0.058, -0.562], [-2.999, -0.476, -0.497], [0.325, -1.686, 1.216], [1.019, -1.700, 2.033], [0.120, 0.019, -1.652], [1.605, 0.718, 0.847], [-0.227, -2.733, 1.157], [0.482, -2.134, -0.811], [-0.503, -1.008, 1.381], [-2.644, -0.620, -1.509], [-1.843, 1.261, -0.864], [-0.085, 2.740, 0.175], [1.402, 2.783, 1.147], [-3.338, -1.393, 0.096], [2.045, 0.969, -0.673], [2.762, -1.966, -0.260], [1.571, 3.226, -0.587], [-3.889, 0.162, -0.506]],
  "atomic_forces_ev_per_a": [[2.911, 1.398, -1.103], [-1.315, 1.079, -0.265], [0.082, -0.918, 0.741], [1.165, -0.880, -0.315], [1.055, 2.410, 0.625], [-4.382, -0.821, -0.362], [-1.212, -2.441, 0.974], [-2.576, -2.639, 0.269], [0.424, 0.085, 0.312], [0.767, 0.983, 0.770], [-0.079, 0.200, -0.615], [1.418, 1.917, 0.328], [0.780, 1.336, 0.067], [0.084, -0.100, 0.972], [-0.494, -0.676, -0.246], [0.215, 1.087, 0.502], [0.224, -0.109, -0.367], [-0.522, -0.193, -1.023], [0.739, 0.932, -1.223], [1.454, 0.111, -0.486], [0.483, -1.306, -0.264], [-1.344, -1.594, 0.880], [0.121, 0.137, -0.172]]
}

{
  "formula": "C5H15NOS",
  "method": "ωB97M-V/def2-TZVPD",
  "lumo_energy_ev": 0.7,
  "charge": 0,
  "smiles": "CSCC[C@@H](C)N.O",
  "symbols": ["S", "O", "N", "C", "C", "C", "C", "C", "H", "H", "H", "H", "H", "H", "H", "H", "H", "H", "H", "H", "H", "H", "H"],
  "xyz": [[1.519, 1.963, -0.055], [0.916, -1.146, -3.708], [-0.968, -0.629, -0.237], [0.069, 0.423, 1.745], [0.063, 1.742, 0.999], [0.885, 1.842, -1.751], [-0.137, -0.841, 0.917], [-0.585, -1.970, 1.875], [-0.827, 0.477, 2.369], [-1.676, -2.013, 1.803], [-0.845, 1.804, 0.383], [0.036, -1.486, -3.493], [-1.081, -1.459, -0.799], [-1.897, -0.279, 0.015], [-0.262, -2.917, 1.487], [-0.326, -1.737, 2.902], [0.914, 0.249, 2.409], [0.849, -1.135, 0.536], [0.099, 1.106, -1.713], [1.718, 1.501, -2.347], [1.203, -0.873, -2.817], [0.450, 2.772, -2.127], [-0.117, 2.610, 1.606]],
  "atomic_forces_ev_per_a": [[0.342, 0.353, 0.052], [-0.265, -0.017, 0.990], [-0.736, 0.561, -0.316], [-1.269, 0.225, 0.133], [-0.396, -0.225, -1.090], [-0.459, 0.266, 0.660], [1.368, -0.534, 0.434], [-1.009, 0.826, -0.955], [-0.056, 0.034, 0.491], [-0.105, 0.087, 0.312], [0.336, -0.381, -0.286], [0.077, 0.002, -0.424], [-0.079, -0.202, 0.105], [0.318, -0.285, -0.089], [0.487, -0.584, 0.326], [0.312, -0.456, 0.103], [0.128, 0.314, -0.055], [-0.049, 0.114, -0.129], [-0.168, -0.442, -0.257], [0.065, 0.041, -0.339], [0.175, 0.033, -0.543], [0.368, -0.023, 0.055], [0.614, 0.291, 0.821]]
}

{
  "formula": "C5H15NOS",
  "method": "ωB97M-V/def2-TZVPD",
  "lumo_energy_ev": 0.6,
  "charge": 0,
  "smiles": "CCN[C@@H](C)CS.O",
  "symbols": ["S", "O", "N", "C", "C", "C", "C", "C", "H", "H", "H", "H", "H", "H", "H", "H", "H", "H", "H", "H", "H", "H", "H"],
  "xyz": [[1.659, 1.406, 1.401], [3.049, -1.898, 0.443], [-0.395, -0.304, -0.212], [-2.407, 0.420, 0.931], [-0.999, 0.835, 0.467], [0.836, -0.347, -2.382], [-0.499, -0.399, -1.658], [-0.165, 1.337, 1.664], [-0.985, -1.355, -1.910], [3.191, -2.338, 1.310], [-3.055, 0.329, 0.052], [-0.524, 2.333, 1.911], [1.539, 0.344, -1.918], [-0.346, 0.696, 2.525], [0.696, -0.249, -3.458], [-1.220, 1.613, -0.259], [-1.209, 0.362, -1.982], [-2.519, -0.536, 1.445], [-2.958, 1.101, 1.597], [1.847, 0.085, 1.348], [1.401, -1.284, -2.266], [3.388, -1.018, 0.592], [-0.326, -1.134, 0.356]],
  "atomic_forces_ev_per_a": [[-0.608, 0.421, 0.131], [-0.003, -0.765, 0.982], [0.449, 1.109, 0.137], [-1.313, 0.243, 0.230], [-0.613, -1.436, 0.493], [0.599, -0.763, 0.203], [-0.281, -1.051, 0.543], [0.142, -0.265, -0.521], [0.016, 0.163, -0.106], [-0.137, 0.287, -0.866], [0.143, -0.025, -0.048], [0.274, 0.128, 0.180], [-0.351, 0.678, -0.381], [-0.016, 0.007, 0.040], [0.143, 0.489, -0.019], [0.744, 0.271, -0.126], [0.210, 0.215, -0.203], [0.724, -0.225, -0.008], [0.468, 0.372, -0.146], [-0.170, -0.051, -0.079], [-0.469, -0.152, 0.107], [0.217, 0.409, -0.146], [-0.171, -0.057, -0.393]]
}

{
  "formula": "C5H15NOS",
  "method": "ωB97M-V/def2-TZVPD",
  "lumo_energy_ev": 0.8,
  "charge": 0,
  "smiles": "CN(C)CCCS.O",
  "symbols": ["S", "O", "N", "C", "C", "C", "C", "C", "H", "H", "H", "H", "H", "H", "H", "H", "H", "H", "H", "H", "H", "H", "H"],
  "xyz": [[-0.640, 2.217, -2.419], [2.387, 1.718, 0.446], [0.427, -0.753, 0.459], [-0.523, -0.571, -0.650], [-0.240, -1.398, 1.668], [-1.344, 1.890, -0.745], [1.672, -1.452, 0.081], [-1.700, 0.428, -0.300], [-0.735, -1.628, -0.882], [-2.297, 2.344, -0.639], [1.617, 2.259, 0.763], [-0.698, 2.312, 0.106], [-0.564, -2.347, 1.271], [-1.884, 0.489, 0.841], [-1.065, -0.902, 2.218], [-2.673, -0.038, -0.825], [2.127, -1.910, 0.973], [2.283, -0.578, -0.327], [1.615, -2.242, -0.690], [0.139, -0.280, -1.513], [-0.239, 0.978, -2.699], [1.728, 0.949, 0.458], [0.607, -1.486, 2.405]],
  "atomic_forces_ev_per_a": [[-0.577, 0.096, 0.735], [-3.389, -0.735, 0.720], [-0.877, 0.875, 1.927], [1.345, -0.649, 0.599], [2.155, 0.443, -0.433], [0.789, -0.968, 1.619], [0.250, 1.670, -0.344], [-0.171, -1.670, -1.011], [-1.319, 0.271, -0.412], [-0.690, 1.147, -0.340], [1.576, 0.705, -0.284], [-0.597, -0.437, -1.543], [-0.391, -0.878, 0.556], [0.269, -0.349, -1.973], [0.475, 0.205, -0.952], [2.026, 1.475, 1.122], [0.029, 0.464, -0.354], [-0.003, -1.816, 0.341], [-0.482, 0.204, 0.152], [-0.966, 0.187, 0.730], [0.010, 0.006, -0.025], [1.589, 0.086, -0.252], [-1.051, -0.335, -0.578]]
}

{
  "formula": "C5H15NP",
  "method": "ωB97M-V/def2-TZVPD",
  "lumo_energy_ev": -4.7,
  "charge": 1,
  "symbols": ["P", "N", "C", "C", "C", "C", "C", "H", "H", "H", "H", "H", "H", "H", "H", "H", "H", "H", "H", "H", "H", "H"],
  "xyz": [[1.828, -1.827, -0.892], [-1.582, 3.027, 0.395], [-0.663, -0.164, 0.902], [1.874, -2.903, 0.584], [-0.062, 1.284, -1.108], [-1.923, 1.757, 0.424], [-1.141, 0.675, -0.220], [-0.459, 1.988, -1.831], [-2.285, 3.713, 0.727], [-1.232, -0.971, 1.122], [3.084, -1.270, -0.879], [0.920, -3.518, 0.534], [0.400, 0.679, -1.815], [2.653, -3.633, 0.895], [1.678, -2.226, 1.418], [-1.874, 0.084, -0.843], [-2.849, 1.254, 0.968], [-0.903, 3.163, -0.344], [0.255, -0.613, 0.455], [-0.353, 0.461, 1.836], [0.548, 1.867, -0.419], [2.085, -2.827, -1.909]],
  "atomic_forces_ev_per_a": [[-0.191, -1.427, -0.932], [-2.399, -2.372, 0.105], [4.160, 1.858, 1.122], [-1.459, -1.118, 0.897], [-1.247, 1.582, 1.006], [-1.745, -0.964, 0.767], [-1.427, 1.230, -2.375], [-0.736, 0.616, 0.049], [1.178, -0.231, -0.283], [-2.185, -2.139, 1.039], [0.879, 0.220, -0.019], [0.959, 0.626, -0.041], [1.424, -1.706, -0.216], [-0.092, 0.850, -0.751], [0.217, -0.107, 0.238], [0.533, 0.532, 0.586], [1.768, 2.102, -0.630], [0.267, 1.088, 0.157], [-0.381, 0.326, 0.768], [-0.543, -1.256, -1.509], [1.031, -0.358, -0.429], [-0.010, 0.650, 0.452]]
}

no.,E_tot (hartree)
1,-404.38652
2,-404.29534
3,-802.81121
4,-479.92368
5,-670.57784
6,-670.49316
7,-727.66454
8,-727.65297
9,-727.59927
10,-595.27982